Record 1
Molecular formula: C47H44As2FeN5S
Method: DFT, ωB97M-V with the def2-TZVPD basis set

## Properties
2S+1   2
<S²>   1.016
HOMO energy (spin up / spin down)   -12.2 / -12.2 eV
HOMO-LUMO gap (spin up / spin down)   5.66 / 5.67 eV
LUMO level (spin up / spin down)   -0.240 / -0.240 hartree
Total charge   +2

Last column: Löwdin charge in e.
Positions of all 100 atoms, in Å:
Fe -0.6230 -0.0921 -1.0304  0.17
C -1.1760 1.2435 0.4024  -0.32
C -0.2217 1.3873 1.5884  -0.44
As 0.3401 -0.3644 2.3074  1.31
C -0.5668 -0.3414 4.0296  -0.40
C -1.8998 0.0579 4.0768  -0.14
C -2.6236 -0.0450 5.2552  -0.08
C -2.0210 -0.5542 6.3972  -0.07
C -0.6930 -0.9546 6.3552  -0.07
C 0.0316 -0.8496 5.1761  -0.11
C 2.1465 0.0726 2.9419  -0.41
C 3.0814 -0.9557 3.0191  -0.16
C 4.3523 -0.7313 3.5393  -0.10
C 4.7044 0.5344 3.9865  -0.08
C 3.7803 1.5707 3.9179  -0.08
C 2.5137 1.3406 3.4002  -0.10
As 0.8741 1.5345 -1.8817  1.41
C 0.7661 3.4517 -1.7206  -0.37
C 1.8312 4.3567 -1.7708  -0.14
C 1.5914 5.7194 -1.7322  -0.05
C 0.2877 6.1983 -1.6815  -0.04
C -0.7767 5.3126 -1.6829  -0.04
C -0.5396 3.9448 -1.6948  -0.11
C 1.8730 1.2683 -3.5145  -0.35
C 2.0351 -0.0328 -4.0048  -0.13
C 2.7092 -0.2472 -5.1959  -0.06
C 3.2033 0.8288 -5.9209  -0.05
C 3.0126 2.1218 -5.4605  -0.05
C 2.3496 2.3448 -4.2626  -0.09
H -1.3436 2.2468 0.0044  0.01
H -2.1482 0.8953 0.7593  0.04
H -0.6835 1.9631 2.3953  0.07
H 0.6857 1.9278 1.2968  0.03
H -2.3900 0.4487 3.1905  0.10
H -3.6578 0.2735 5.2829  0.11
H -2.5827 -0.6317 7.3186  0.11
H -0.2176 -1.3464 7.2450  0.11
H 1.0676 -1.1691 5.1624  0.10
H 2.8014 -1.9557 2.6983  0.10
H 5.0540 -1.5525 3.6296  0.11
H 5.6817 0.7074 4.4189  0.11
H 4.0378 2.5519 4.2970  0.11
H 1.7871 2.1457 3.3956  0.11
H 2.8536 4.0184 -1.8889  0.10
H 2.4217 6.4121 -1.7624  0.12
H 0.1063 7.2643 -1.6561  0.12
H -1.7933 5.6807 -1.6656  0.12
H -1.3825 3.2642 -1.6874  0.09
H 1.6219 -0.8772 -3.4726  0.05
H 2.8393 -1.2568 -5.5633  0.12
H 3.7254 0.6598 -6.8535  0.12
H 3.3744 2.9636 -6.0354  0.12
H 2.1874 3.3613 -3.9365  0.09
C -1.3272 -0.7406 -6.5421  0.02
N -1.2124 -1.0722 -5.1284  -0.11
C -1.1688 -2.3281 -4.5804  -0.03
C -1.0633 -2.1553 -3.2348  -0.12
N -1.0307 -0.8106 -2.9527  -0.05
C -1.1219 -0.1942 -4.1189  -0.17
H -1.4870 -1.6578 -7.1009  0.10
H -0.4117 -0.2647 -6.8893  0.09
H -2.1761 -0.0797 -6.7007  0.10
H -1.2408 -3.2147 -5.1857  0.13
H -1.0409 -2.9018 -2.4593  0.10
H -1.1529 0.8723 -4.2766  0.14
N -1.7954 -1.3296 -0.2719  0.10
C -2.5881 -2.0740 0.3583  -0.28
C -1.9958 -2.9551 1.4131  -0.22
C -0.9479 -3.8116 1.0932  -0.05
C -0.3436 -4.5588 2.0917  -0.07
C -0.7685 -4.4303 3.4070  -0.07
C -1.8109 -3.5720 3.7257  -0.06
C -2.4375 -2.8415 2.7278  -0.05
C -4.0482 -2.0569 0.1058  -0.17
C -4.6403 -0.9669 -0.5311  -0.03
C -5.9992 -0.9803 -0.7882  -0.07
C -6.7677 -2.0790 -0.4181  -0.06
C -6.1796 -3.1635 0.2137  -0.06
C -4.8192 -3.1550 0.4821  -0.02
H -0.6112 -3.8919 0.0670  0.10
H 0.4585 -5.2431 1.8467  0.11
H -0.2918 -5.0094 4.1871  0.11
H -2.1363 -3.4681 4.7523  0.11
H -3.2515 -2.1702 2.9710  0.12
H -4.0384 -0.1102 -0.8076  0.10
H -6.4668 -0.1326 -1.2711  0.11
H -7.8309 -2.0835 -0.6182  0.11
H -6.7799 -4.0160 0.5013  0.11
H -4.3551 -3.9978 0.9752  0.12
S 1.5438 -1.4075 -0.8266  0.82
C 2.6536 -0.2385 -0.4776  -0.76
N 3.8707 -0.5700 0.0487  0.11
C 4.7140 0.2969 0.6168  -0.01
C 4.4080 1.6323 0.6223  0.01
C 3.2391 1.9939 -0.0300  -0.04
N 2.4210 1.1118 -0.5984  -0.08
H 4.0547 -1.5642 0.1192  0.17
H 5.6121 -0.1157 1.0527  0.15
H 5.0407 2.3617 1.0993  0.14
H 2.9322 3.0287 -0.0812  0.12

Record 2
Molecular formula: C47H45AlF5N5P2SSeSi2
Method: DFT, ωB97M-V with the def2-TZVPD basis set

## Properties
Relative energy (zero: lowest compared OMol25 entry of this formula, charge and spin)   0.000 eV
HOMO energy   -7.3 eV
HOMO-LUMO gap   7.05 eV
LUMO level   -0.009 hartree

Last column: Löwdin charge in e.
Positions of all 109 atoms, in Å:
Al -0.7970 -0.4499 -0.5044  -0.22
C -2.4977 -2.7932 2.3694  -0.17
Si -1.1873 -1.5270 2.8354  0.37
C 0.4613 -2.3593 3.1898  -0.17
C -1.7384 -0.8084 4.4911  -0.18
N -1.0388 -0.4094 1.5065  -0.21
P -0.9264 1.2303 1.4750  0.73
C -0.4271 1.6613 -0.1004  -0.37
P 1.2085 1.1919 -0.3880  0.77
N 1.1567 -0.4328 -0.7015  -0.22
Si 2.4012 -1.5834 -1.1677  0.37
C 4.0213 -0.7517 -1.6351  -0.17
C 1.9024 -2.6119 -2.6582  -0.18
C 2.7826 -2.8264 0.1821  -0.16
C 1.7656 2.2596 -1.7919  -0.28
C 3.1061 2.5045 -2.0845  -0.09
C 3.4650 3.3754 -3.1054  -0.08
C 2.4862 4.0221 -3.8470  -0.09
C 1.1470 3.7993 -3.5568  -0.08
C 0.7920 2.9308 -2.5337  -0.10
C 2.5146 1.5973 0.8197  -0.29
C 3.3258 0.6311 1.4006  -0.10
C 4.3740 0.9975 2.2368  -0.07
C 4.5927 2.3353 2.5235  -0.08
C 3.7584 3.3086 1.9821  -0.07
C 2.7294 2.9440 1.1290  -0.08
C -2.5797 2.0094 1.7033  -0.30
C -3.4647 1.5885 2.6949  -0.10
C -4.7032 2.1962 2.8529  -0.08
C -5.0721 3.2449 2.0194  -0.09
C -4.1964 3.6815 1.0340  -0.08
C -2.9562 3.0691 0.8769  -0.09
C -0.0467 1.9355 2.9064  -0.28
C -0.2610 3.2770 3.2284  -0.07
C 0.4252 3.8641 4.2809  -0.08
C 1.3286 3.1161 5.0246  -0.08
C 1.5489 1.7831 4.7091  -0.07
C 0.8700 1.1985 3.6489  -0.10
H -2.3351 -3.7288 2.9204  0.04
H -2.4684 -3.0209 1.2993  0.00
H -3.5072 -2.4435 2.6199  0.03
H 0.3157 -3.4251 3.3969  0.04
H 0.9472 -1.9174 4.0655  0.03
H 1.1370 -2.2770 2.3344  0.00
H -1.3740 -1.4839 5.2731  0.04
H -2.8261 -0.7573 4.5946  0.02
H -1.3279 0.1824 4.6956  0.02
H 3.9616 -0.2485 -2.6054  0.03
H 4.7926 -1.5284 -1.7107  0.04
H 4.3607 -0.0272 -0.8927  0.01
H 2.3584 -2.2465 -3.5827  0.02
H 0.8195 -2.6206 -2.7965  -0.04
H 2.2234 -3.6516 -2.5170  0.04
H 3.1092 -2.3881 1.1284  0.02
H 3.5883 -3.4806 -0.1708  0.04
H 1.9111 -3.4530 0.3898  0.01
H 3.8852 2.0238 -1.5082  0.09
H 4.5130 3.5594 -3.3118  0.10
H 2.7672 4.7124 -4.6344  0.10
H 0.3761 4.3099 -4.1226  0.10
H -0.2480 2.7747 -2.2742  0.08
H 3.1354 -0.4125 1.1904  0.06
H 5.0163 0.2362 2.6660  0.11
H 5.4068 2.6235 3.1788  0.10
H 3.9202 4.3542 2.2180  0.11
H 2.0836 3.6970 0.6901  0.12
H -3.1812 0.7705 3.3478  0.07
H -5.3775 1.8552 3.6306  0.11
H -6.0381 3.7222 2.1404  0.10
H -4.4776 4.5060 0.3884  0.10
H -2.2657 3.3799 0.1018  0.09
H -0.9779 3.8582 2.6617  0.10
H 0.2521 4.9052 4.5272  0.10
H 1.8676 3.5747 5.8455  0.10
H 2.2551 1.1984 5.2876  0.11
H 1.0453 0.1605 3.3929  0.08
N -2.6039 0.3010 -4.2310  0.20
C -1.3595 0.3278 -4.8338  -0.17
C -0.9854 0.4866 -6.1626  -0.01
C 0.3671 0.4693 -6.4294  -0.08
C 1.3072 0.2947 -5.4027  -0.06
C 0.9224 0.1271 -4.0900  -0.02
C -0.4398 0.1473 -3.7951  -0.16
N -1.1419 0.0136 -2.5876  0.12
C -2.4104 0.0976 -2.9147  -0.28
C -3.4311 0.0021 -1.8914  -0.31
C -4.7792 0.0562 -1.9728  -0.31
S -5.4465 -0.1844 -0.4194  1.10
C -3.8825 -0.3295 0.2383  -0.42
N -2.9304 -0.2069 -0.6288  -0.02
H -3.4913 0.3064 -4.7000  0.17
H -1.7151 0.6080 -6.9538  0.11
H 0.7108 0.5798 -7.4502  0.10
H 2.3623 0.2915 -5.6488  0.11
H 1.6468 -0.0116 -3.3087  0.07
H -5.4072 0.2071 -2.8388  0.08
H -3.7061 -0.5282 1.2826  0.07
F -0.7956 -8.4106 0.3223  0.13
C -0.9538 -7.1513 -0.0742  -0.15
C -1.7258 -6.8595 -1.1803  -0.15
F -2.3116 -7.8506 -1.8529  0.12
C -1.8859 -5.5499 -1.5844  -0.26
F -2.6456 -5.3266 -2.6574  0.07
C -1.2909 -4.4863 -0.9151  -0.45
Se -1.5423 -2.7255 -1.5668  0.93
C -0.5201 -4.8195 0.1845  -0.25
F 0.1075 -3.8584 0.8717  0.03
C -0.3460 -6.1215 0.6097  -0.14
F 0.4087 -6.3884 1.6772  0.12

Record 3
Molecular formula: C47H45BrN2O4PtSTe
Method: DFT, ωB97M-V with the def2-TZVPD basis set

## Properties
2S+1   4
<S²>   3.768
HOMO energy (spin up / spin down)   -3.3 / -4.9 eV
HOMO-LUMO gap (spin up / spin down)   5.49 / 6.58 eV
LUMO level (spin up / spin down)   0.081 / 0.061 hartree
Total charge   -1

Last column: Löwdin charge in e.
Positions of all 102 atoms, in Å:
Pt -1.1987 0.8618 0.2046  1.05
C 0.9866 7.0251 3.3597  -0.12
C 1.3405 5.7591 3.8070  -0.10
C 0.9336 4.6267 3.1206  -0.03
C 0.1503 4.7287 1.9669  -0.20
C -0.1806 6.0111 1.5208  -0.05
C 0.2247 7.1447 2.2062  -0.11
C -0.3146 3.5708 1.1748  -0.10
C -0.5551 2.3199 1.5812  -0.23
C -0.4223 1.8446 2.9630  -0.28
C 0.5924 0.9483 3.3142  -0.07
C 0.7247 0.5049 4.6199  -0.11
C -0.1750 0.9167 5.5965  -0.11
C -1.2086 1.7778 5.2496  -0.10
C -1.3323 2.2366 3.9484  -0.04
H 1.3075 7.9071 3.8992  0.09
H 1.9472 5.6508 4.6980  0.10
H 1.2327 3.6521 3.4777  0.11
H -0.7705 6.1091 0.6166  0.11
H -0.0524 8.1248 1.8367  0.09
H -0.5125 3.8098 0.1322  0.08
H 1.2705 0.5952 2.5454  0.11
H 1.5234 -0.1825 4.8745  0.10
H -0.0780 0.5577 6.6135  0.09
H -1.9230 2.0962 5.9998  0.09
H -2.1361 2.9086 3.6763  0.12
C 2.7573 -5.1249 -6.1016  -0.06
C 2.1833 -4.1001 -5.1630  -0.28
C 0.8949 -4.2257 -4.6637  -0.03
C 0.3482 -3.2789 -3.8015  -0.31
C -1.0572 -3.4822 -3.2926  -0.09
C 1.1221 -2.1768 -3.4185  -0.35
Te 0.1736 -0.7476 -2.0429  1.70
N -0.0001 1.4028 -1.5366  -0.32
C -0.9288 2.1907 -2.0400  -0.69
O -2.0313 2.3679 -1.4403  -0.10
C -0.6645 2.9592 -3.2975  -0.15
C 0.3157 2.5487 -4.1952  -0.04
C 0.5384 3.2617 -5.3630  -0.09
C -0.2036 4.4037 -5.6326  -0.11
C -1.1757 4.8238 -4.7343  -0.09
C -1.4119 4.0995 -3.5760  -0.03
C 1.7911 -1.0023 -0.6825  -0.38
C 1.9323 -2.3452 -0.3407  -0.15
C 2.8629 -2.7640 0.5934  -0.09
C 3.6631 -1.8189 1.2134  -0.08
C 3.5375 -0.4875 0.8597  -0.06
C 2.6188 -0.0390 -0.0942  -0.29
C 2.6380 1.4264 -0.4191  -0.06
C 2.4139 -2.0194 -3.9307  -0.29
C 3.2851 -0.8423 -3.5868  -0.06
C 2.9253 -2.9886 -4.7879  -0.03
H 2.1252 -6.0112 -6.1487  0.07
H 3.7533 -5.4363 -5.7836  0.07
H 2.8481 -4.7260 -7.1143  0.08
H 0.2967 -5.0860 -4.9460  0.11
H -1.4613 -4.4235 -3.6665  0.07
H -1.7212 -2.6810 -3.6277  0.07
H -1.1000 -3.4934 -2.2027  0.04
H 0.9045 1.6681 -3.9667  0.08
H 1.2967 2.9295 -6.0612  0.10
H -0.0216 4.9673 -6.5392  0.09
H -1.7540 5.7162 -4.9397  0.10
H -2.1798 4.3953 -2.8744  0.11
H 1.2875 -3.0834 -0.8032  0.10
H 2.9376 -3.8137 0.8490  0.10
H 4.3826 -2.1145 1.9664  0.10
H 4.1781 0.2502 1.3301  0.11
H 3.5835 1.8532 -0.0809  0.08
H 1.8173 1.9537 0.0670  0.05
H 2.5235 1.6091 -1.4850  0.06
H 2.6958 0.0569 -3.4006  0.04
H 3.9778 -0.6342 -4.4034  0.08
H 3.8692 -1.0325 -2.6843  0.09
H 3.9316 -2.8651 -5.1776  0.12
O -3.3084 0.5938 1.4755  -0.59
S -3.9925 -0.6100 0.8788  0.95
C -3.9602 -1.8680 2.2042  -0.29
C -5.3068 -1.8629 2.9325  -0.23
C -5.9540 -0.5062 2.6625  -0.25
C -5.7513 -0.2874 1.1712  -0.33
H -3.1347 -1.5218 2.8270  0.10
H -3.6861 -2.8227 1.7606  0.08
H -5.1767 -2.0574 3.9972  0.11
H -5.9449 -2.6540 2.5299  0.11
H -5.4227 0.2786 3.2050  0.11
H -7.0049 -0.4721 2.9518  0.11
H -5.9413 0.7218 0.8109  0.09
H -6.3191 -1.0044 0.5732  0.09
Br 0.9138 -7.1997 2.1382  0.70
C 0.6918 -5.3524 2.5157  -0.68
C 1.2827 -4.8129 3.6477  -0.21
N 1.1687 -3.5279 3.9709  0.08
C 0.4701 -2.7431 3.1537  -0.07
C -0.1499 -3.1994 1.9957  -0.11
C -0.0473 -4.5460 1.6731  -0.06
C -0.8986 -2.2510 1.0675  -0.69
O -1.5248 -2.7497 0.1222  -0.05
O -0.8090 -1.0345 1.3960  -0.15
H 1.8633 -5.4418 4.3129  0.09
H 0.3962 -1.6938 3.4120  0.09
H -0.5277 -4.9203 0.7789  0.12

Record 4
Molecular formula: C47H45N7P3Se2Yb
Method: DFT, ωB97M-V with the def2-TZVPD basis set

## Properties
2S+1   2
<S²>   0.751
Relative energy (zero: lowest compared OMol25 entry of this formula, charge and spin)   0.000 eV
HOMO energy (spin up / spin down)   -10.8 / -10.8 eV
HOMO-LUMO gap (spin up / spin down)   4.75 / 4.68 eV
LUMO level (spin up / spin down)   -0.222 / -0.225 hartree
Total charge   +2

Last column: Löwdin charge in e.
Positions of all 105 atoms, in Å:
Yb -3.7912 -7.3520 22.4108  1.47
C -4.9516 -5.3542 26.4699  0.00
C -5.8491 -6.3112 27.0352  0.02
C -6.0239 -7.5332 26.3778  0.01
C -5.3006 -7.7772 25.2300  -0.24
N -4.5096 -6.8364 24.6662  -0.06
C -4.3655 -5.6691 25.2589  -0.17
C -5.3107 -9.1106 24.6421  -0.20
C -5.8602 -10.2187 25.3722  0.02
C -6.0168 -11.4456 24.7399  0.00
C -5.3827 -11.6766 23.5011  -0.03
C -4.6788 -10.6566 22.9585  -0.09
N -4.6421 -9.3489 23.4706  -0.03
H -4.6316 -4.4032 26.8737  0.12
H -6.3780 -6.0881 27.9553  0.12
H -6.7481 -8.2370 26.7870  0.12
H -3.5934 -4.9791 24.8106  0.13
H -6.3304 -10.0782 26.3617  0.12
H -6.7613 -12.1570 25.1669  0.14
H -5.4342 -12.6209 23.0198  0.11
H -4.0983 -10.8100 22.0487  0.12
Se 1.1639 -7.8337 17.8607  0.24
P 0.9768 -9.6545 19.0782  0.60
C 0.4440 -11.1626 18.2463  -0.38
C -0.5766 -11.1392 17.3155  -0.08
C -0.9864 -12.3999 16.7957  -0.06
C -0.4425 -13.6104 17.2363  -0.06
C 0.5828 -13.5623 18.2253  -0.07
C 0.9636 -12.3312 18.7648  -0.13
C 2.7087 -9.9174 19.6569  -0.36
C 3.5936 -10.7809 19.0157  -0.07
C 4.9311 -10.7107 19.4538  -0.05
C 5.2990 -9.9183 20.5387  -0.08
C 4.4370 -8.9960 21.0337  -0.08
C 3.0958 -9.0677 20.6892  -0.12
C -0.4533 -9.3595 20.0759  -0.39
C -0.7113 -8.3865 21.1416  -0.40
N -2.0271 -8.0004 20.9166  -0.24
N -2.5566 -8.6056 19.8673  -0.07
N -1.6658 -9.4494 19.3898  0.01
P 0.1361 -8.0614 22.6933  0.63
Se -1.2975 -7.4290 24.1693  0.35
C 1.2724 -6.7271 22.7121  -0.41
C 1.6154 -5.9558 21.5850  -0.08
C 2.4160 -4.8519 21.7393  -0.07
C 2.9577 -4.5231 22.9902  -0.05
C 2.6530 -5.3233 24.1177  -0.05
C 1.7735 -6.4010 24.0013  -0.13
C 0.9394 -9.6318 23.1872  -0.35
C 2.2273 -9.7162 23.7013  -0.07
C 2.7192 -10.9875 24.0437  -0.05
C 1.8920 -12.0901 24.0653  -0.06
C 0.5678 -11.9311 23.7172  -0.07
C 0.0949 -10.7432 23.1645  -0.09
H -0.9345 -10.2006 16.9244  0.09
H -1.7941 -12.3915 16.0672  0.10
H -0.8510 -14.5808 16.9510  0.11
H 1.0558 -14.5198 18.6043  0.12
H 1.5839 -12.3219 19.6709  0.11
H 3.3408 -11.4516 18.1850  0.12
H 5.7490 -11.2445 18.9516  0.12
H 6.3424 -9.8297 20.8060  0.11
H 4.7891 -8.1789 21.6552  0.12
H 2.3695 -8.4136 21.0831  0.04
H 1.1788 -6.1841 20.6411  0.07
H 2.6479 -4.1705 20.9298  0.11
H 3.4947 -3.5476 23.0352  0.12
H 3.0851 -5.0289 25.0800  0.11
H 1.3984 -6.8777 24.8858  0.07
H 2.9069 -8.8562 23.8001  0.12
H 3.7091 -11.0612 24.4327  0.11
H 2.2491 -13.1048 24.2189  0.12
H -0.1072 -12.7563 23.7668  0.10
H -0.9473 -10.6912 22.8600  0.10
C -7.1719 -5.4827 20.4484  -0.31
P -6.8288 -7.1025 21.1267  0.81
C -6.4436 -7.9949 19.5569  -0.26
C -8.4652 -7.6246 21.6304  -0.40
C -8.9780 -8.9146 21.3485  -0.09
C -10.2943 -9.2238 21.6132  -0.06
C -11.1259 -8.2312 22.1443  -0.07
C -10.6167 -7.0498 22.6164  -0.07
C -9.2704 -6.7326 22.3890  -0.09
H -7.3972 -4.7114 21.2533  0.05
H -8.0618 -5.5874 19.8224  0.06
H -6.3513 -5.1845 19.7695  0.05
H -7.0718 -7.5944 18.7730  0.05
H -6.5250 -9.0458 19.6326  0.02
H -5.3835 -7.7545 19.3001  0.04
H -8.3746 -9.7158 20.9707  0.09
H -10.6992 -10.2008 21.4154  0.11
H -12.2117 -8.3815 22.1747  0.12
H -11.2218 -6.3099 23.0890  0.11
H -8.8193 -5.8004 22.6790  0.09
C -5.4892 -1.9338 21.2142  -0.02
N -4.1797 -2.6052 21.2906  -0.18
C -2.9267 -1.8332 21.4896  0.00
C -4.1647 -3.9122 21.4265  -0.24
N -3.9106 -5.0553 21.5887  0.07
H -6.1727 -2.4863 21.8700  0.08
H -5.9348 -1.8988 20.2113  0.10
H -5.3572 -0.9010 21.6208  0.11
H -2.8803 -1.3897 22.5287  0.12
H -2.8555 -1.0741 20.6902  0.11
H -2.0732 -2.4762 21.3126  0.09